ORCA calculation (wB97M-V/def2-TZVPD) on an isolated molecule of C16H25N3O.

Geometry as XYZ:
```
45
Properties=species:S:1:pos:R:3:forces:R:3
O -0.50202 -0.43755 3.32849 0.06 0.13 0.41
N -0.08340 3.73794 0.98955 -0.02 -0.05 0.12
N -0.44120 -2.07657 1.78562 0.06 -0.37 0.44
N -0.90483 0.11056 1.16311 -0.04 0.03 -0.40
C 0.12657 -4.62042 -3.28530 0.20 -0.10 0.08
C 0.48332 -2.66130 -1.74757 -0.12 -0.13 -0.02
C 1.39973 -5.46919 -3.28074 -0.16 0.05 -0.14
C 1.01832 5.56837 -1.02113 0.07 -0.27 -0.15
C -0.27672 4.79817 -1.26622 -0.04 0.13 0.24
C -0.81987 -3.93970 0.31851 0.01 0.13 0.07
C -0.68902 -4.55863 -0.90794 0.11 0.09 -0.02
C 1.15227 4.46116 1.21222 0.29 -0.03 -0.10
C -0.04753 -3.92536 -1.96562 -0.09 0.05 -0.13
C -0.94526 4.46094 0.07417 -0.09 -0.01 -0.25
C -0.59657 -0.75414 2.16108 -0.15 -0.14 -0.19
C 1.91826 4.77210 -0.07952 -0.18 0.19 0.19
C -1.04819 1.52683 1.38974 0.24 0.24 0.05
C 0.36513 -2.03293 -0.52174 0.03 0.00 0.14
C 0.06374 2.32757 0.69137 -0.33 -0.12 0.22
C -0.30863 -2.65887 0.52599 0.02 -0.06 -0.38
H 1.00978 -2.16052 -2.54778 0.05 0.06 -0.09
H -0.05355 3.87711 -1.81001 -0.02 -0.03 -0.07
H -1.06611 -0.24333 0.23457 -0.01 -0.06 0.11
H 0.03681 2.11153 -0.38885 0.11 -0.02 0.02
H 2.82146 5.33789 0.15441 0.08 -0.04 0.00
H 0.18901 -3.88264 -4.08774 -0.09 -0.02 -0.02
H 1.52506 -5.97377 -4.23596 0.08 -0.09 -0.07
H 0.78359 6.53282 -0.56369 0.01 0.09 -0.01
H 1.35106 -6.21944 -2.49480 0.04 -0.08 0.07
H 1.77380 3.88425 1.90006 -0.03 0.06 0.04
H -1.85047 3.87384 -0.09249 -0.06 0.07 0.03
H -0.73348 -5.26450 -3.47990 -0.03 0.07 -0.06
H 2.27074 -4.84303 -3.10094 0.11 0.02 0.03
H 0.88953 5.40314 1.70536 0.09 0.02 0.04
H -1.32136 -4.44572 1.13091 -0.10 -0.02 0.08
H -1.09593 -5.54970 -1.04893 -0.06 -0.11 -0.02
H -0.98736 1.68992 2.46685 -0.07 0.05 -0.16
H -0.96280 5.38783 -1.87650 -0.04 -0.05 -0.06
H -2.02913 1.85994 1.03755 0.04 0.02 0.09
H 2.21852 3.83765 -0.55968 0.07 -0.05 -0.02
H 0.82954 -1.07038 -0.36732 0.03 0.06 0.02
H 1.52998 5.76035 -1.96713 -0.02 0.09 0.03
H -0.48038 -2.71289 2.56936 0.05 0.23 -0.04
H -1.23535 5.39257 0.57084 -0.10 0.01 -0.05
H 1.02373 1.97788 1.07759 0.00 -0.02 -0.05
```
Forces are in eV/Å.

The total energy comes out at -864.21830 a.u. Its total charge is 0. The LUMO energy comes out at 0.72 eV. The calculation puts the molar mass at 275.40 g mol⁻¹. The max |F| comes out at 0.58 eV/Å. The value obtained for the energy relative to the best compared isomer or geometry (same formula, charge and spin) is 26.4 kJ/mol. The SMILES is CCc1ccc(NC(=O)NCCN2CCCCC2)cc1.